Record 1
{
  "formula": "C21H81O19S",
  "method": "ωB97M-V/def2-TZVPD",
  "elements": ["H", "O", "H", "C", "H", "H", "H", "C", "H", "H", "C", "O", "H", "C", "O", "H", "H", "H", "C", "H", "C", "C", "C", "H", "H", "H", "H", "H", "H", "C", "H", "H", "H", "H", "H", "H", "H", "C", "O", "H", "H", "H", "H", "C", "H", "H", "H", "H", "H", "H", "H", "S", "H", "H", "O", "C", "O", "H", "H", "O", "C", "O", "C", "H", "H", "O", "H", "O", "O", "H", "C", "H", "C", "H", "H", "H", "O", "H", "H", "O", "H", "H", "O", "H", "H", "H", "H", "O", "H", "H", "H", "H", "H", "O", "C", "H", "H", "H", "O", "H", "C", "H", "O", "C", "O", "H", "H", "H", "H", "H", "H", "H", "H", "H", "H", "H", "C", "C", "H", "H", "H", "H"],
  "coordinates": [[0.040, -1.313, -0.146], [-7.317, 3.598, 1.523], [9.253, -1.674, -11.702], [7.308, -2.005, 10.137], [2.985, 1.144, -7.317], [1.974, 2.132, -9.155], [-1.117, -1.948, -1.326], [3.442, 0.485, 2.882], [-5.757, -1.990, -5.211], [7.170, -1.083, 10.701], [5.524, -1.648, 6.451], [4.593, 0.155, -7.646], [9.628, 0.013, -11.271], [-7.049, 4.854, 0.900], [1.535, 3.647, -3.128], [-6.634, -3.982, -6.047], [-6.581, -2.142, 2.229], [-2.333, -5.364, -2.801], [-0.541, -1.072, -1.036], [1.221, 3.884, -5.179], [-4.278, 2.507, 1.371], [1.730, 4.375, -4.349], [-0.120, 0.878, -5.505], [1.619, 3.495, -8.080], [-3.534, -2.831, -2.425], [-4.726, 3.319, 4.721], [-2.796, 3.102, 2.496], [-9.665, 1.254, 5.429], [-1.881, -3.891, -3.678], [8.480, 0.672, 12.963], [-0.399, 1.032, -6.541], [-4.136, 1.443, 1.558], [-2.506, 0.575, -1.484], [3.958, 0.159, 3.783], [3.870, -1.571, 5.416], [5.865, -1.313, -8.415], [2.894, 0.956, -0.957], [5.637, -0.254, -8.541], [-5.234, -2.784, -5.063], [-7.543, -0.719, 2.702], [-5.231, 1.617, 4.528], [-8.773, 2.246, 3.541], [9.322, -1.184, -10.002], [-6.731, -1.073, 2.063], [3.588, 1.558, 2.741], [-1.012, 0.121, 3.162], [-6.768, 4.723, -0.148], [7.482, 0.252, 13.067], [-0.928, 1.127, -3.762], [4.899, 0.015, -6.745], [3.301, 3.113, -8.492], [-1.862, 0.089, -0.410], [5.042, -1.703, 7.429], [-7.011, -0.913, 1.025], [-3.052, 3.224, 1.577], [2.226, 0.099, -0.930], [-2.996, -0.471, 3.299], [1.408, 0.819, -2.751], [1.364, 5.398, -4.246], [-5.529, -0.338, 2.299], [2.318, 2.684, -8.277], [4.662, -1.030, 5.488], [-1.609, -0.758, 3.426], [6.343, -2.486, 9.993], [-5.268, -0.490, 3.215], [2.356, 1.856, -7.124], [-10.275, 2.907, 5.175], [-6.774, 2.970, 4.886], [2.037, 0.175, 2.947], [-1.332, -1.603, 2.787], [9.037, -0.865, -11.001], [-11.250, 1.512, 4.670], [0.950, -6.654, -2.035], [-5.537, -4.793, -4.922], [8.390, 1.713, 12.642], [1.680, 0.639, 3.711], [-1.213, 1.281, -4.665], [6.416, -1.039, 6.539], [-0.712, -6.512, -1.028], [9.169, -0.116, 11.997], [-8.055, 3.190, 1.059], [8.700, -1.307, 8.978], [7.848, -1.734, 8.845], [0.589, 3.652, -2.953], [2.796, 4.395, -4.554], [10.055, 0.246, 11.899], [2.790, -0.747, -1.304], [7.644, -0.564, -10.965], [7.957, -2.675, 10.703], [1.269, -7.193, -2.923], [-6.877, -3.824, -4.290], [0.766, 1.473, -5.292], [-4.578, 2.654, 0.335], [-0.419, -6.976, -1.818], [-10.238, 1.898, 4.759], [0.524, 1.287, -1.331], [-1.412, -1.018, 4.461], [-6.912, 3.121, 3.944], [-9.669, 1.906, 3.452], [3.848, -0.044, 2.024], [-6.130, -3.897, -5.083], [1.088, -5.582, -2.209], [-3.187, -3.651, -2.061], [-2.700, -4.412, -3.174], [0.183, -0.651, -2.094], [-1.181, 1.129, 0.086], [-3.503, -4.590, -3.888], [5.812, -2.652, 6.132], [-6.218, 5.311, 1.432], [0.101, -0.183, -5.353], [7.380, -0.281, -11.846], [1.573, -6.965, -1.194], [6.540, 0.336, -8.386], [1.960, -0.023, 0.116], [5.282, -0.090, -9.552], [-7.914, 5.517, 0.958], [1.050, 0.452, -1.797], [-5.425, 2.550, 5.064], [8.977, 0.637, 13.935], [-5.067, 2.879, 2.019], [-3.197, -0.291, 2.375], [-5.275, 2.386, 6.128]],
  "lowdin_charge": [0.115, -0.144, 0.077, -0.157, 0.033, 0.079, 0.101, -0.133, 0.073, 0.059, -0.140, -0.142, 0.077, -0.135, -0.142, 0.080, 0.082, 0.067, -0.409, 0.065, -0.142, -0.133, -0.137, 0.073, 0.059, 0.076, 0.071, 0.077, 0.081, -0.152, 0.084, 0.032, 0.005, 0.050, 0.072, 0.082, 0.099, -0.129, -0.137, 0.079, 0.064, 0.028, 0.077, -0.121, 0.082, 0.067, 0.079, 0.075, 0.021, 0.085, 0.079, 1.118, 0.075, 0.078, -0.132, -0.046, -0.139, 0.118, 0.081, -0.159, -0.151, -0.149, -0.140, 0.074, 0.060, -0.155, 0.080, -0.116, -0.157, 0.079, -0.150, 0.077, -0.158, 0.067, 0.077, 0.067, -0.134, 0.072, 0.071, -0.137, 0.086, 0.072, -0.130, 0.063, 0.084, 0.077, 0.097, -0.135, 0.080, 0.080, 0.080, 0.049, 0.086, -0.130, -0.151, 0.101, 0.088, 0.039, -0.136, 0.074, -0.149, 0.068, -0.139, -0.126, -0.135, -0.009, 0.058, 0.081, 0.081, 0.082, 0.077, 0.077, 0.079, 0.060, 0.076, 0.083, -0.253, -0.143, 0.077, 0.058, 0.019, 0.084],
  "total_charge": 1
}

***

Record 2
{
  "formula": "C23H21Br12NO4",
  "method": "ωB97M-V/def2-TZVPD",
  "elements": ["Br", "C", "Br", "H", "Br", "C", "O", "C", "C", "C", "C", "H", "C", "C", "C", "H", "H", "C", "C", "H", "Br", "H", "C", "Br", "C", "H", "H", "N", "H", "Br", "H", "H", "C", "C", "C", "Br", "H", "Br", "H", "H", "C", "O", "H", "H", "H", "Br", "Br", "C", "C", "C", "Br", "H", "H", "Br", "C", "O", "C", "H", "C", "H", "O"],
  "coordinates": [[2.038, -4.678, -1.222], [-0.267, 4.108, 3.404], [-1.931, -6.117, 0.140], [-2.799, 3.968, 1.198], [0.627, -3.671, -4.917], [2.942, 1.900, -0.278], [1.135, -0.660, -1.205], [1.291, 3.941, -0.015], [-0.923, 3.499, -0.906], [-0.583, 3.026, 4.195], [0.707, 1.807, -1.011], [-1.917, 3.903, -1.074], [-2.681, 2.172, -2.685], [-0.970, 0.376, -3.093], [-1.234, -7.708, 0.968], [-0.162, -4.441, -2.705], [-1.639, 0.168, -3.931], [-0.659, 5.674, 1.498], [-1.721, 2.282, 3.935], [-2.006, 1.436, 4.555], [-2.628, -8.829, 1.685], [1.800, -2.366, -0.364], [-0.016, 4.321, -0.270], [6.809, -3.851, 2.308], [1.473, 0.496, -1.217], [6.178, -6.212, 1.908], [-0.734, -8.277, 0.196], [2.810, 0.979, -1.366], [-0.013, 0.799, -3.423], [-1.324, -6.073, -4.134], [3.454, 0.193, -1.254], [-2.151, 0.698, -1.227], [-1.042, 4.466, 2.318], [-1.590, 1.264, -1.985], [-3.921, 2.474, -1.792], [4.513, -5.644, 3.647], [-4.013, 1.817, -0.921], [3.693, -3.140, 1.031], [-3.392, 2.028, 2.660], [-3.939, 3.539, -1.516], [-2.173, 3.703, 2.050], [3.844, 1.952, 0.512], [-0.746, -0.600, -2.630], [-4.820, 2.342, -2.411], [0.615, 4.709, 3.630], [-2.088, -3.056, -3.366], [0.556, -3.590, 1.390], [-2.509, 2.636, 2.847], [1.994, -3.307, 0.138], [6.253, -5.631, 2.817], [0.092, -7.254, 2.291], [2.014, 4.590, 0.475], [-3.057, 1.642, -3.569], [7.572, -6.488, 3.931], [-0.591, 2.204, -1.305], [-0.503, 6.739, 2.042], [1.630, 2.674, -0.396], [0.040, 2.724, 5.035], [-0.672, -4.327, -3.652], [-2.215, 3.083, -3.086], [-0.451, 5.587, 0.123]],
  "lowdin_charge": [0.622, -0.025, 0.542, 0.118, 0.567, -0.357, 0.096, 0.085, 0.054, -0.071, -0.016, 0.112, -0.216, -0.076, -1.631, -0.129, 0.067, -0.378, -0.074, 0.109, 0.576, -0.082, -0.234, 0.541, -0.339, -0.026, -0.027, 0.173, 0.092, 0.568, 0.153, 0.143, -0.146, -0.261, -0.096, 0.552, 0.072, 0.544, 0.109, 0.062, -0.033, 0.141, 0.020, 0.070, 0.130, 0.609, 0.555, -0.075, -1.588, -1.627, 0.550, 0.153, 0.094, 0.573, -0.086, 0.150, -0.056, 0.111, -1.660, 0.114, 0.083],
  "relative_energy_ev": 0.244
}

***

Record 3
{
  "formula": "C32H28LuN5O3S4",
  "method": "ωB97M-V/def2-TZVPD",
  "elements": ["C", "H", "H", "H", "C", "H", "N", "C", "H", "C", "C", "H", "C", "H", "H", "H", "O", "C", "C", "C", "C", "C", "H", "C", "C", "C", "C", "S", "C", "H", "H", "C", "H", "C", "H", "H", "H", "S", "C", "H", "C", "C", "H", "Lu", "O", "C", "H", "C", "S", "N", "H", "C", "H", "O", "C", "H", "H", "H", "C", "C", "C", "C", "H", "H", "N", "N", "N", "H", "C", "C", "S", "H", "C"],
  "coordinates": [[5.252, 4.365, 16.024], [-0.551, 5.906, 18.249], [4.385, 3.907, 13.992], [3.366, 5.241, 15.676], [8.122, 2.266, 17.505], [6.022, 3.328, 14.326], [6.016, 2.182, 20.473], [6.426, 2.594, 19.205], [4.145, 0.698, 19.453], [5.894, 1.564, 23.274], [7.363, 3.062, 16.702], [2.901, -1.341, 18.906], [7.454, -0.665, 24.123], [4.697, 2.529, 15.172], [2.498, 6.864, 25.884], [0.150, 8.140, 17.735], [4.466, 4.879, 20.767], [6.092, 3.552, 17.035], [7.588, -0.147, 22.836], [7.662, 1.996, 18.784], [2.555, 0.254, 22.316], [2.028, -1.558, 20.829], [5.348, 6.248, 15.024], [6.880, 1.365, 21.036], [2.815, -0.895, 19.892], [6.591, -0.027, 25.019], [5.834, 1.071, 24.599], [3.005, 4.617, 26.697], [3.143, 3.913, 25.012], [8.067, -1.468, 24.448], [1.493, -2.438, 20.631], [1.286, 5.435, 19.253], [6.894, 5.478, 14.976], [3.026, 7.119, 19.246], [6.308, 6.207, 16.473], [9.087, 1.857, 17.098], [3.845, 5.483, 17.380], [8.257, 0.950, 20.100], [2.193, 7.922, 18.513], [4.289, 6.464, 25.830], [5.060, 3.487, 14.777], [6.019, 5.614, 15.585], [6.518, -0.392, 26.024], [4.431, 2.948, 22.016], [1.056, 2.835, 18.664], [5.647, 3.317, 18.321], [1.266, -1.368, 22.813], [0.899, 7.516, 18.247], [1.142, 3.752, 19.790], [2.689, 3.612, 20.380], [7.733, 3.346, 15.739], [3.481, 0.267, 20.220], [5.169, 1.566, 25.267], [0.182, 3.689, 20.861], [1.900, -0.925, 22.071], [3.419, 6.779, 27.385], [2.485, 8.930, 18.207], [1.841, 0.529, 24.386], [3.314, 4.757, 20.281], [6.764, 0.898, 22.393], [3.871, 4.725, 16.549], [3.351, 6.337, 26.381], [4.672, 3.588, 18.626], [3.389, 3.816, 16.818], [2.955, 2.111, 23.707], [3.409, 0.814, 21.427], [2.773, 2.660, 24.969], [8.266, -0.675, 22.203], [0.417, 6.247, 18.559], [2.557, 5.858, 19.579], [3.695, 4.883, 23.713], [4.037, 7.369, 19.564], [2.413, 0.990, 23.567]],
  "lowdin_charge": [-0.557, 0.120, 0.102, 0.112, -0.085, 0.064, -0.040, -0.260, 0.121, -0.177, -0.046, 0.112, -0.079, 0.096, 0.049, 0.118, -0.165, -0.144, -0.073, -0.400, -0.239, -0.017, 0.077, -0.559, -0.039, -0.073, -0.112, 0.811, -1.054, 0.089, 0.098, -0.210, 0.073, -0.014, 0.099, 0.132, 0.089, 1.139, -0.067, 0.006, -0.050, -0.048, 0.094, 1.514, -0.313, 0.036, 0.114, -0.063, 0.665, -0.109, 0.106, -0.113, 0.065, -0.286, -0.001, 0.027, 0.117, 0.142, -0.612, -0.313, -0.044, -0.499, 0.077, 0.076, -0.133, 0.024, -0.091, 0.073, -0.019, -0.147, 0.568, 0.134, -0.088],
  "relative_energy_ev": 0.000
}

***

no.,E (eV)
1,-72812.2758
2,-874380.4130
3,-124196.5311